# 1
ORCA calculation (ωB97M-V/def2-TZVPD) on C25H22CrF2N7O2 as an isolated structure.

Geometry as XYZ:
```
59
Properties=species:S:1:pos:R:3:lowdin_charge:R:1
Cr -0.29862 -0.09142 -0.59182 0.916
O -1.65804 0.12477 6.20742 -0.037
C -2.47194 0.87693 5.34356 -0.194
C -2.00449 0.66232 3.93360 -0.135
C -2.63422 1.30301 2.87003 0.024
C -2.18034 1.07841 1.59026 -0.090
N -1.14920 0.26352 1.32346 0.000
C -0.53545 -0.36215 2.34585 -0.170
C -0.93677 -0.18210 3.65614 0.084
C 0.59049 -1.24685 1.95418 -0.160
C 1.30953 -1.99201 2.86209 0.079
C 2.34756 -2.81084 2.42200 -0.133
C 3.09739 -3.65817 3.42248 -0.187
O 3.16966 -3.03056 4.68207 -0.030
C 2.63122 -2.83091 1.06556 0.035
C 1.87361 -2.06048 0.20522 -0.055
N 0.86784 -1.28400 0.62802 0.015
H -1.95191 0.24010 7.11655 0.113
H -2.42318 1.94979 5.56415 0.144
H -3.52449 0.57625 5.40563 0.145
H -3.47056 1.96955 3.03414 0.135
H -2.63959 1.55624 0.73534 0.108
H -0.44318 -0.68125 4.47516 0.124
H 1.09210 -1.95034 3.91894 0.129
H 4.07752 -3.93239 3.02761 0.136
H 2.53537 -4.58605 3.56059 0.146
H 4.00415 -2.55940 4.76779 0.108
H 3.43260 -3.43860 0.66714 0.135
H 2.06799 -2.05449 -0.85783 0.119
F 0.49716 -3.24377 -4.89910 0.106
C 0.84840 -2.16599 -4.20043 -0.260
C 0.15943 -1.87188 -3.03152 -0.024
C 0.52358 -0.75048 -2.30616 -0.200
C 1.57051 0.07526 -2.75126 -0.125
C 2.22681 -0.26967 -3.93082 -0.199
F 3.23060 0.48836 -4.39010 0.098
C 1.88554 -1.38374 -4.66976 0.099
C 1.87044 1.24164 -1.90872 -0.162
C 2.84566 2.20925 -2.13154 0.039
C 2.99648 3.24719 -1.23045 -0.002
C 2.17716 3.32212 -0.11067 -0.021
C 1.22841 2.34224 0.06116 -0.081
N 1.07968 1.33348 -0.80983 -0.008
H -0.64194 -2.53563 -2.72685 0.122
H 2.41117 -1.62914 -5.58152 0.147
H 3.47636 2.14544 -3.00224 0.121
H 3.75435 3.99989 -1.40211 0.129
H 2.26956 4.12040 0.61058 0.122
H 0.55828 2.34630 0.91113 0.118
N -4.89760 0.79152 -3.50892 0.212
C -4.04029 1.68199 -4.01595 -0.456
N -4.41048 2.43976 -5.04009 0.213
N -2.80927 1.87865 -3.54046 0.156
C -2.32863 1.29075 -2.51857 -0.261
N -1.79224 0.79691 -1.60512 0.095
H -5.80890 0.65014 -3.91151 0.132
H -4.59794 0.14256 -2.80254 0.119
H -5.29763 2.33475 -5.50116 0.133
H -3.75975 3.12281 -5.39079 0.136
```

total charge = +2
LUMO (alpha / beta) = -0.234 / -0.225 Ha
orbital gap (alpha / beta) = 0.2696 / 0.2788 Eh
expectation value of S² = 3.80
electronic energy = -2743.46089 Ha
2S+1 = 4

***

# 2
ORCA calculation (ωB97M-V/def2-TZVPD) on C25H23Br2MoN4O3S2Si as an isolated structure at a distorted geometry.

Geometry as XYZ:
```
61
Properties=species:S:1:pos:R:3:lowdin_charge:R:1
Mo 0.75926 -0.15100 -0.83355 1.367
Br -0.95864 -6.58302 -0.91542 0.895
C -0.60677 -4.74758 -0.82823 -0.630
C -0.80367 -3.93244 -1.94241 -0.026
C -0.46969 -2.60552 -1.85163 -0.078
N 0.00032 -2.05083 -0.71582 -0.089
C 0.12652 -2.82501 0.37716 -0.189
C -0.14060 -4.18064 0.34937 -0.016
C 0.56014 -2.04848 1.53477 -0.179
C 0.75059 -2.59617 2.79047 -0.023
C 1.07477 -1.76538 3.85002 -0.650
Br 1.34897 -2.46611 5.56260 0.877
C 1.16598 -0.39968 3.61079 -0.054
C 0.98708 0.06138 2.32771 -0.092
N 0.71591 -0.72310 1.26839 -0.045
H -1.20636 -4.33458 -2.86106 0.137
H -0.58639 -1.94639 -2.70477 0.118
H 0.01123 -4.78874 1.22839 0.117
H 0.64205 -3.65950 2.94195 0.118
H 1.36642 0.29983 4.40947 0.124
H 1.07946 1.12010 2.14545 0.063
C 3.68029 2.07962 -0.99029 -0.217
Si 1.92322 2.18200 -0.29312 0.612
C 0.94854 3.40630 -1.38664 -0.202
C 1.98119 2.92925 1.43399 -0.354
C 0.95704 3.75575 1.90430 -0.106
C 1.06266 4.38589 3.13472 -0.062
C 2.19296 4.19649 3.91861 -0.059
C 3.21400 3.36676 3.47325 -0.065
C 3.10558 2.73688 2.24333 -0.111
H 4.17291 3.04257 -0.83823 0.053
H 3.65661 1.88089 -2.06219 0.024
H 4.29261 1.31103 -0.51829 0.022
H 1.45232 4.37374 -1.32112 0.056
H -0.08824 3.57516 -1.08783 0.018
H 0.95677 3.09267 -2.42935 0.020
H 0.07043 3.92769 1.30323 0.099
H 0.26959 5.03174 3.48831 0.114
H 2.28562 4.70827 4.86719 0.114
H 4.09616 3.21807 4.08237 0.113
H 3.91408 2.09977 1.90024 0.106
N -1.19417 0.87849 -0.42851 -0.001
C -2.17010 0.08167 -1.15483 -0.343
C -3.11476 -0.65307 -0.44770 -0.031
C -4.01914 -1.43793 -1.14348 -0.030
C -3.95904 -1.46792 -2.52854 -0.221
C -3.02454 -0.74067 -3.24125 -0.037
C -2.11917 0.05111 -2.54335 -0.080
S -5.17972 -2.54981 -3.38856 0.396
O -6.44059 -2.03277 -2.90885 -0.325
O -4.91166 -2.35844 -4.79306 -0.339
O -4.80286 -3.84864 -2.85870 -0.356
H -1.47297 0.96186 0.54405 0.112
H -1.14213 1.81750 -0.81637 0.083
H -3.13192 -0.61523 0.63912 0.115
H -4.77612 -2.02421 -0.64040 0.129
H -3.02141 -0.79999 -4.32167 0.122
H -1.38299 0.64412 -3.07572 0.090
S 2.93892 -1.24376 -1.92375 0.752
C 1.92356 -0.20342 -2.64798 -0.978
N 1.03991 0.56343 -2.88662 0.025
```

total charge = +1
LUMO (alpha / beta) = -0.227 / -0.218 Ha
orbital gap (alpha / beta) = 0.1370 / 0.1463 Eh
expectation value of S² = 2.26
electronic energy = -7713.03667 Ha
2S+1 = 3

***

# 3
ORCA calculation (ωB97M-V/def2-TZVPD) on a 3-piece molecular cluster, C25H23BrF18NO4P overall at a distorted geometry.

Geometry as XYZ:
```
73
Properties=species:S:1:pos:R:3:lowdin_charge:R:1
C 0.61286 3.73224 -0.50208 -0.045
C 0.29898 3.23020 0.91164 -0.461
O 1.36527 2.42227 1.37810 -0.083
C -1.11251 2.61545 1.08437 -0.271
P -1.25359 0.77982 1.03200 0.728
Br -0.61354 0.78019 3.31418 0.456
C 0.04918 -0.48858 0.70853 -0.263
C 1.18153 -0.09988 -0.26886 -0.094
C 1.33610 -1.06928 -1.42959 -0.466
F 0.10436 -1.23544 -1.97236 0.113
F 2.05287 -0.51782 -2.39284 0.155
C 1.83120 -2.49973 -1.09593 -0.386
F 0.79422 -3.23362 -0.73881 0.187
F 2.31724 -3.07942 -2.18606 0.174
C 2.90055 -2.65998 0.02323 -0.372
F 3.14930 -3.96632 0.08572 0.179
F 2.42834 -2.34496 1.21591 0.184
C 4.29033 -1.99723 -0.19303 -0.354
F 4.24018 -0.73446 -0.62080 0.174
F 4.92968 -2.68316 -1.12868 0.165
C 5.21245 -2.01679 1.08302 -0.373
F 6.45483 -2.17024 0.64093 0.179
F 4.96895 -3.02354 1.89290 0.197
C 5.21256 -0.67429 1.87488 -0.628
F 4.01632 -0.16629 2.01793 0.207
F 5.67440 -0.92476 3.08092 0.201
F 6.01779 0.18135 1.33625 0.228
C -2.90831 0.09216 1.59510 -0.255
O -2.72820 -1.00342 2.50798 -0.071
C -3.50643 -2.05159 2.20634 -0.810
F -3.07020 -2.64892 1.10434 0.179
F -4.77311 -1.74324 2.06780 0.197
F -3.42704 -2.91977 3.17597 0.208
O -1.92918 0.71925 -0.59602 -0.296
N -1.26609 1.46901 -1.55404 -0.097
O -1.99601 2.16051 -2.16037 0.078
H 0.78012 2.92540 -1.20746 0.059
H -0.22561 4.36064 -0.80444 0.084
H 1.47129 4.39704 -0.44558 0.084
H 0.30184 4.14110 1.51764 0.140
H 1.67549 2.73942 2.23223 0.096
H -1.45990 2.90045 2.07108 0.046
H -1.78279 3.14066 0.40436 0.092
H 0.49467 -0.76038 1.64912 0.020
H -0.46764 -1.38944 0.37384 0.099
H 2.10400 -0.08882 0.30417 0.101
H 1.10293 0.89276 -0.69326 0.094
H -3.49648 -0.17380 0.72397 0.108
H -3.44331 0.86807 2.14608 0.084
F 4.71641 -0.23824 -7.98458 0.056
C 4.64748 -0.70295 -6.72216 -0.289
C 3.48310 -1.30809 -6.29031 -0.012
C 3.41814 -1.78896 -4.99100 -0.079
C 4.50662 -1.65189 -4.14196 -0.095
C 5.66676 -1.03681 -4.59060 -0.073
C 5.74266 -0.56188 -5.89279 -0.019
H 2.64224 -1.39834 -6.96562 0.118
H 2.51684 -2.27113 -4.63757 0.099
H 4.44374 -2.02627 -3.13284 0.068
H 6.51454 -0.92610 -3.92675 0.106
H 6.64058 -0.08654 -6.26559 0.116
F -5.30095 1.20422 2.67938 0.034
C -6.60782 1.34553 2.99785 -0.273
C -7.06705 0.82040 4.18776 -0.012
C -8.40673 0.96984 4.51466 -0.079
C -9.26554 1.63072 3.64638 -0.094
C -8.78409 2.14783 2.45151 -0.081
C -7.44312 2.00988 2.12403 -0.016
H -6.38224 0.30206 4.84646 0.121
H -8.78071 0.56965 5.44755 0.106
H -10.31112 1.74229 3.90219 0.102
H -9.45332 2.65932 1.77258 0.106
H -7.04628 2.41265 1.20108 0.118
```

LUMO = -0.008 Ha
orbital gap = 0.3284 Eh
SMILES = C[C@H](O)CP(Br)(CCC(F)(F)C(F)(F)C(F)(F)C(F)(F)C(F)(F)C(F)(F)F)(COC(F)(F)F)ON=O.Fc1ccccc1.Fc1ccccc1
electronic energy = -6035.05244 Ha